1.
{
  "formula": "C24H36Cl2F5I3O7S",
  "method": "wB97M-V/def2-TZVPD",
  "smiles": "COCCCC[C@](O[C@@](F)(I)CCCO)([C@@](CC(=O)Cl)(O[C@@H](CCCCl)CCC(F)=C(F)F)[C@@H](I)[C@H](C)I)S(=O)(=O)F",
  "lumo_energy_ha": -0.073,
  "e_tot_ev": -113553.87261,
  "e_homo_ev": -9.39,
  "total_charge": 0,
  "symbols": ["C", "O", "C", "C", "C", "C", "C", "O", "C", "F", "I", "C", "C", "C", "O", "C", "C", "C", "O", "Cl", "O", "C", "C", "C", "C", "Cl", "C", "C", "C", "F", "C", "F", "F", "C", "I", "C", "C", "I", "S", "O", "O", "F", "H", "H", "H", "H", "H", "H", "H", "H", "H", "H", "H", "H", "H", "H", "H", "H", "H", "H", "H", "H", "H", "H", "H", "H", "H", "H", "H", "H", "H", "H", "H", "H", "H", "H", "H", "H"],
  "xyz": [[1.11163, -2.67125, 6.03211], [1.10816, -2.64583, 4.54853], [1.87057, -1.47133, 4.04090], [0.87638, -0.17409, 4.19947], [0.78969, 0.75978, 2.81427], [-0.55911, 0.27620, 1.95109], [-1.16062, 1.48797, 0.96406], [-2.28640, 1.00463, 0.18738], [-3.25028, 0.12790, 0.71469], [-3.71333, 0.24892, 2.11589], [-5.13683, 0.72025, -0.36510], [-3.12369, -1.48227, 0.44539], [-3.45192, -2.01905, -1.05213], [-2.74808, -1.23740, -2.29964], [-3.70469, -1.35637, -3.45156], [-0.04298, 1.90935, -0.21752], [1.06028, 3.04902, 0.31302], [2.59375, 2.81301, -0.18386], [3.15823, 3.56712, -1.16906], [3.80571, 1.57539, 0.57667], [0.79877, 0.74627, -0.36609], [0.85635, -0.03618, -1.51997], [2.42834, -0.11400, -2.09064], [2.57369, -1.17499, -3.37170], [1.75341, -0.68593, -4.71326], [1.71804, -2.18913, -5.85956], [0.51476, -1.62300, -1.10054], [1.51944, -2.23926, 0.03286], [0.98168, -3.71055, 0.54457], [1.90216, -4.52959, 1.36732], [-0.36162, -4.28462, 0.19641], [-0.72310, -4.79383, -1.17557], [-1.43575, -4.40149, 1.24599], [-0.71165, 2.55708, -1.55714], [-2.16272, 4.15992, -1.31258], [0.33694, 3.07706, -2.70937], [0.49709, 4.69226, -2.86388], [-0.52531, 2.43065, -4.67275], [-1.77613, 2.81098, 2.08504], [-1.83659, 2.42373, 3.61723], [-1.18871, 4.22148, 2.04791], [-3.46418, 3.11125, 1.69489], [0.68268, -3.70221, 6.44352], [0.45044, -1.79580, 6.50206], [2.19214, -2.55172, 6.48840], [2.77733, -1.32446, 4.78079], [2.29941, -1.63037, 2.95503], [-0.17533, -0.45050, 4.63125], [1.38073, 0.54514, 5.00755], [0.72025, 1.86391, 3.19252], [1.75400, 0.49787, 2.20760], [-0.39490, -0.73745, 1.38226], [-1.31856, 0.00059, 2.83105], [-3.95155, -1.98057, 1.15135], [-2.10590, -1.96407, 0.84283], [-4.61379, -2.14025, -1.30044], [-3.03859, -3.14001, -1.09901], [-2.58366, -0.08916, -2.15721], [-1.77819, -1.81950, -2.66790], [-4.10681, -0.43808, -3.57735], [0.63835, 4.09621, -0.07502], [1.09869, 3.15181, 1.47744], [0.20606, 0.15491, -2.45873], [2.82301, 0.90901, -2.49643], [3.19460, -0.47428, -1.28445], [3.72988, -1.12510, -3.66514], [2.37770, -2.29226, -3.06521], [0.63046, -0.40989, -4.52389], [2.34220, 0.14363, -5.33720], [-0.55332, -1.57514, -0.62291], [0.39707, -2.31464, -2.06667], [1.62206, -1.43897, 0.89068], [2.60047, -2.42048, -0.43473], [-1.30674, 1.67163, -2.09737], [1.33090, 2.47031, -2.64427], [0.62176, 5.30163, -1.87722], [-0.34103, 5.21003, -3.53882], [1.50682, 4.86815, -3.47809]]
}

***

2.
{
  "formula": "C24H36F6N2O3P3Pt",
  "method": "wB97M-V/def2-TZVPD",
  "spin_multiplicity": 2,
  "s_squared": 0.79,
  "lumo_energy_ha": [-0.031, -0.109],
  "e_tot_ev": -82016.76211,
  "e_homo_ev": [-8.67, -8.67],
  "total_charge": 0,
  "symbols": ["Pt", "C", "C", "C", "P", "C", "C", "C", "C", "C", "C", "C", "C", "C", "N", "C", "C", "C", "C", "C", "C", "P", "C", "C", "C", "C", "C", "C", "H", "H", "H", "H", "H", "H", "H", "H", "H", "H", "H", "H", "H", "H", "H", "H", "H", "H", "H", "H", "H", "H", "H", "H", "H", "H", "H", "H", "H", "H", "H", "H", "H", "H", "H", "H", "F", "P", "F", "F", "F", "F", "F", "O", "N", "O", "O"],
  "xyz": [[-0.12066, -0.48927, 0.09470], [4.67723, -0.34406, -0.66182], [3.21744, -0.71919, -0.90799], [2.69680, -0.16654, -2.23207], [2.12494, -0.21905, 0.46687], [2.72629, -1.06517, 1.99086], [3.56256, -0.20287, 2.93376], [1.55570, -1.70124, 2.74528], [2.13399, 1.59446, 0.56970], [3.17729, 2.38145, 1.02360], [3.01865, 3.75511, 1.15822], [1.79950, 4.34938, 0.85503], [0.75850, 3.59537, 0.36108], [0.92721, 2.21357, 0.16870], [-0.07556, 1.41234, -0.35625], [-1.09619, 1.93786, -1.16657], [-0.86882, 3.03555, -2.00623], [-1.90142, 3.53646, -2.77599], [-3.16227, 2.95369, -2.72791], [-3.36718, 1.82276, -1.95167], [-2.33653, 1.28587, -1.19526], [-2.43036, -0.33239, -0.37904], [-3.92006, -0.29622, 0.71104], [-4.15238, 1.03271, 1.42908], [-3.91788, -1.44467, 1.72615], [-2.86691, -1.46638, -1.76899], [-2.85078, -2.91956, -1.29179], [-1.89483, -1.28790, -2.93518], [5.29043, -0.72582, -1.47951], [5.06222, -0.77161, 0.26494], [4.80801, 0.73948, -0.63066], [3.11624, -1.80958, -0.91571], [2.75666, 0.92526, -2.25452], [1.66251, -0.46512, -2.40806], [3.30303, -0.55291, -3.05238], [3.34760, -1.86415, 1.57334], [2.98480, 0.64956, 3.29101], [4.49085, 0.14632, 2.47961], [3.83115, -0.80919, 3.80049], [0.94378, -0.93963, 3.22392], [1.96118, -2.37102, 3.50632], [0.92492, -2.31228, 2.09802], [4.11445, 1.92794, 1.30731], [3.83380, 4.35431, 1.54109], [1.65267, 5.40634, 1.03068], [-0.20793, 4.04554, 0.19914], [0.11818, 3.47021, -2.06888], [-1.71922, 4.38199, -3.42563], [-3.97057, 3.35666, -3.32308], [-4.33619, 1.33768, -1.95523], [-4.72939, -0.45133, -0.01407], [-3.48739, 1.12224, 2.28243], [-5.18836, 1.05174, 1.77428], [-3.98663, 1.90124, 0.79362], [-2.99194, -1.43942, 2.30093], [-4.05457, -2.42130, 1.26862], [-4.74254, -1.28967, 2.42379], [-3.88227, -1.20701, -2.09004], [-1.87049, -3.19957, -0.91095], [-3.06277, -3.57861, -2.13527], [-3.59003, -3.12020, -0.52009], [-0.87476, -1.52882, -2.62414], [-1.90665, -0.27734, -3.34440], [-2.16049, -1.98329, -3.73283], [0.63562, -2.56536, -0.42986], [1.07999, -4.24092, -0.39682], [-0.08293, -4.50515, -1.46620], [2.09396, -3.88842, -1.59571], [1.50934, -5.76305, -0.36073], [2.22484, -3.81911, 0.66239], [0.03158, -4.41057, 0.80382], [0.57391, 1.41777, 3.10298], [-0.58733, 1.31470, 2.66730], [-1.13943, 2.29340, 2.12437], [-1.19414, 0.21600, 2.73700]]
}

***

3.
{
  "formula": "C24H36FN2O10",
  "method": "wB97M-V/def2-TZVPD",
  "lumo_energy_ha": -0.084,
  "e_tot_ev": -51639.32021,
  "e_homo_ev": -11.88,
  "total_charge": 1,
  "symbols": ["O", "C", "O", "C", "C", "C", "C", "C", "C", "N", "C", "F", "N", "H", "H", "H", "H", "H", "H", "H", "H", "H", "H", "H", "H", "O", "C", "O", "C", "C", "C", "H", "H", "H", "H", "H", "H", "O", "C", "O", "C", "C", "C", "H", "H", "H", "H", "H", "H", "O", "C", "O", "C", "C", "C", "H", "H", "H", "H", "H", "H", "O", "C", "O", "C", "C", "C", "H", "H", "H", "H", "H", "H"],
  "xyz": [[5.14742, -0.30931, 0.61284], [5.54831, -0.54429, -0.49525], [6.24393, 0.32814, -1.26642], [5.40589, 1.03707, -2.19101], [4.65753, 0.13152, -3.20850], [3.14381, 0.37338, -3.17478], [2.48801, -0.00345, -1.82053], [0.99140, -0.06251, -2.03507], [0.33934, -1.15830, -2.44660], [-0.98949, -0.72426, -2.53701], [-1.09177, 0.50938, -2.19442], [-2.13738, 1.25871, -2.16904], [0.10841, 0.98225, -1.87449], [5.34514, -1.53330, -0.94578], [4.69374, 1.68564, -1.66604], [6.06545, 1.71895, -2.72403], [4.87620, -0.93101, -3.10435], [5.02218, 0.41410, -4.19937], [2.85351, 1.40252, -3.40519], [2.68908, -0.27619, -3.92952], [2.64996, 0.74831, -1.04186], [2.80724, -0.97475, -1.44281], [0.70458, -2.14254, -2.66177], [-1.74326, -1.33843, -2.84464], [0.39684, 1.90062, -1.56369], [-2.39790, 4.74880, 3.07467], [-2.61350, 4.10146, 2.09746], [-1.96031, 4.29851, 0.91559], [-2.51487, 3.44652, -0.09264], [-3.18237, 2.30858, 0.66340], [-3.64021, 2.99777, 1.94236], [-3.22530, 4.02710, -0.68627], [-1.71763, 3.09686, -0.74325], [-3.98801, 1.83336, 0.10495], [-2.44468, 1.54324, 0.90332], [-4.62812, 3.44603, 1.82702], [-3.62463, 2.33037, 2.79414], [1.43491, 1.56912, 1.14207], [2.31154, 1.61123, 1.96963], [2.92208, 2.75113, 2.32000], [3.99601, 2.47255, 3.24376], [3.64497, 1.13030, 3.86138], [2.91141, 0.43981, 2.71647], [4.93273, 2.44213, 2.68480], [4.05267, 3.26901, 3.98116], [4.51246, 0.58464, 4.22618], [2.96236, 1.27509, 4.70081], [3.59557, -0.08823, 2.05118], [2.13503, -0.23210, 3.07242], [-1.82977, -3.33064, -2.25650], [-2.87419, -3.65690, -2.76287], [-3.58872, -2.81586, -3.53180], [-4.84094, -3.43806, -3.90869], [-4.59152, -4.93016, -3.76702], [-3.58696, -4.97913, -2.61740], [-5.62082, -3.07825, -3.23621], [-5.09511, -3.15135, -4.92557], [-5.49931, -5.50085, -3.58680], [-4.12709, -5.31654, -4.67535], [-4.07831, -5.00854, -1.64342], [-2.89071, -5.80754, -2.71384], [-4.29667, -1.02270, 4.20051], [-3.17030, -0.74666, 3.92760], [-2.83622, 0.31976, 3.14435], [-1.41449, 0.32309, 2.90872], [-0.81972, -0.49270, 4.04620], [-1.92314, -1.50613, 4.32943], [-1.22251, -0.12630, 1.93015], [-1.05045, 1.34940, 2.90225], [0.13937, -0.94221, 3.79535], [-0.67453, 0.14401, 4.92054], [-1.83455, -2.39392, 3.70143], [-1.96356, -1.78738, 5.37763]]
}